120
Properties=species:S:1:pos:R:3:forces:R:3 method="wB97M-V/def2-TZVPD" orbital_gap_ev="7.49 / 8.02" charge=+2 e_above_lowest_ev=2.787 fmax_ev_per_a=4.3 multiplicity=2
O 0.319 -0.587 0.071 1.17 3.70 -0.66
V 0.967 0.837 -0.284 -0.87 -3.99 1.28
C -5.816 -2.112 -0.703 -0.78 -0.41 -0.07
C -5.054 -2.493 0.546 1.25 -0.51 0.32
N -3.956 -3.455 0.245 0.08 0.46 -0.44
C -4.508 -4.716 -0.254 -0.96 -0.64 0.85
C -5.453 -5.383 0.789 -0.07 -0.59 -0.26
C -3.040 -3.667 1.365 0.39 0.40 -0.16
C -2.183 -2.453 1.751 -0.56 0.02 0.26
H -6.487 -1.276 -0.508 0.24 0.29 -0.14
H -6.493 -2.905 -1.022 -0.05 -0.22 0.21
H -5.189 -1.965 -1.583 0.12 0.33 0.31
H -4.614 -1.643 1.068 0.23 0.33 -0.49
H -5.695 -2.892 1.331 -0.47 -0.18 -0.12
H -3.743 -5.449 -0.513 0.45 0.27 0.22
H -5.034 -4.567 -1.197 -0.13 0.28 0.09
H -5.912 -6.307 0.437 0.12 -0.01 -0.45
H -6.300 -4.777 1.109 0.17 0.19 -0.11
H -4.919 -5.711 1.681 0.15 0.27 0.06
H -3.576 -4.049 2.234 -0.03 0.06 0.38
H -2.303 -4.427 1.105 -0.27 -0.35 -0.34
H -1.591 -2.046 0.930 -0.08 -0.11 -0.08
H -2.787 -1.651 2.174 -0.05 0.15 -0.05
H -1.505 -2.752 2.551 0.11 -0.05 -0.01
C 0.655 -1.924 -3.282 -0.40 -0.50 1.04
O 1.127 -1.340 -2.326 0.64 0.22 -0.54
N -0.359 -2.809 -3.175 0.44 0.62 0.81
C -0.985 -3.140 -1.876 -0.01 -0.70 -0.11
C -1.015 -3.235 -4.374 -0.98 0.08 0.07
H 1.028 -1.837 -4.315 0.02 0.16 -0.07
H -2.039 -2.869 -1.813 0.07 0.14 -0.23
H -0.504 -2.775 -0.969 0.43 0.62 -0.65
H -0.957 -4.221 -1.741 -0.05 -0.24 -0.29
H -1.831 -2.552 -4.612 -0.42 0.04 0.04
H -0.374 -3.169 -5.253 0.23 -0.59 0.23
H -1.459 -4.206 -4.158 0.24 -0.19 -0.65
C 1.363 1.187 3.157 1.73 -0.20 -1.24
O 1.547 1.190 1.908 -0.23 0.33 1.54
N 2.378 1.302 4.060 -2.73 0.30 0.09
C 1.991 1.420 5.521 0.92 -0.84 -0.95
C 3.740 1.609 3.697 0.01 -0.21 -0.14
H 0.405 1.054 3.683 -0.08 -0.04 -0.68
H 1.019 0.983 5.748 -0.15 0.24 -0.55
H 2.045 2.443 5.894 0.11 -0.06 -0.13
H 2.679 0.759 6.047 0.21 0.36 0.25
H 3.996 1.345 2.671 -0.52 -0.46 0.17
H 3.900 2.687 3.739 0.31 0.05 0.56
H 4.341 1.009 4.380 0.50 0.53 -0.05
C 4.066 -0.411 0.050 0.02 1.50 0.96
O 2.936 -0.064 -0.303 0.59 0.51 0.18
N 5.062 0.438 0.527 -1.90 -0.65 -0.91
C 6.352 -0.137 0.841 1.35 0.95 -0.70
C 4.944 1.929 0.421 0.09 -0.98 0.09
H 4.315 -1.483 0.060 0.15 0.31 0.01
H 6.800 0.300 1.733 -0.51 -0.36 0.51
H 7.071 0.199 0.094 0.09 -0.04 -0.42
H 6.425 -1.224 0.810 -0.59 0.13 0.34
H 5.496 2.338 -0.425 0.08 -0.32 -0.22
H 3.901 2.230 0.321 0.07 -0.39 0.05
H 5.370 2.403 1.306 -0.05 -0.19 0.14
C -2.136 1.847 1.598 0.32 0.68 0.35
O -1.133 1.682 0.915 -0.34 -0.01 0.11
N -3.256 2.467 1.178 1.78 0.23 -0.35
C -4.510 2.350 1.851 -0.90 0.08 0.62
C -3.236 3.019 -0.153 -1.27 0.90 -0.69
H -2.145 1.661 2.683 -0.13 -0.53 -0.06
H -5.045 1.481 1.469 -0.30 0.04 0.11
H -5.131 3.241 1.753 0.12 0.04 -0.56
H -4.430 2.284 2.936 0.52 -0.43 -0.02
H -3.719 2.331 -0.847 0.18 0.02 -0.30
H -3.824 3.937 -0.142 -0.53 -0.11 0.11
H -2.310 3.414 -0.569 0.48 -0.94 0.58
C -1.435 1.251 -2.798 -1.36 -0.93 1.24
O -0.672 1.012 -1.865 0.10 0.59 -0.69
N -2.648 0.655 -2.888 0.12 0.66 0.02
C -3.520 0.995 -4.000 -0.69 -1.97 -1.10
C -3.187 -0.302 -1.901 -0.05 0.43 0.29
H -1.336 1.983 -3.615 0.71 -0.01 0.18
H -3.088 1.467 -4.883 0.49 0.67 0.68
H -4.515 1.385 -3.782 0.35 0.59 0.60
H -3.772 0.038 -4.456 -0.22 -0.36 -0.06
H -3.202 -1.342 -2.226 0.22 0.22 -0.40
H -2.673 -0.270 -0.940 0.49 0.18 -0.28
H -4.220 -0.053 -1.660 -0.07 0.26 -0.32
C 0.673 4.159 -0.458 -0.31 -1.30 -0.40
O 0.982 2.977 -0.312 -0.11 -0.81 0.15
N 1.476 5.130 -0.179 0.48 2.62 1.16
C 0.990 6.486 -0.535 1.38 0.59 -0.47
C 2.839 4.979 0.343 0.05 0.04 0.45
H -0.267 4.522 -0.901 -0.10 -0.54 0.16
H 1.361 6.658 -1.545 -0.65 0.15 -0.35
H 1.476 7.305 -0.006 0.20 -0.51 0.66
H -0.076 6.680 -0.414 0.06 -0.64 -0.18
H 3.049 3.978 0.719 -0.34 -0.13 -0.75
H 3.556 5.319 -0.404 0.05 -0.28 -0.07
H 3.029 5.560 1.246 -0.52 0.58 -0.15
C 2.603 1.234 -3.277 0.12 1.61 -1.79
O 1.965 1.426 -2.253 0.07 -0.08 0.41
N 2.813 2.238 -4.194 -0.08 -2.33 0.95
C 3.586 1.993 -5.424 0.04 -0.27 0.88
C 2.404 3.599 -3.947 0.36 -0.26 0.26
H 3.064 0.313 -3.666 -0.34 -0.31 0.76
H 4.595 2.376 -5.267 -0.17 0.96 -0.65
H 2.977 2.351 -6.254 0.69 0.30 -0.18
H 3.844 0.951 -5.611 -0.79 -0.34 0.33
H 1.913 3.709 -2.980 -0.12 -0.39 -0.13
H 3.343 4.146 -3.867 -0.28 0.74 -0.48
H 1.725 3.889 -4.749 0.28 0.57 0.03
C 1.751 -2.829 2.621 -1.16 -0.27 -0.69
O 1.992 -1.871 1.926 1.04 0.83 0.00
N 2.489 -3.400 3.573 0.05 0.40 -0.02
C 1.939 -4.526 4.289 1.03 -0.70 1.35
C 3.757 -2.837 4.019 0.61 -0.49 -0.12
H 0.789 -3.338 2.455 -0.03 -0.31 0.24
H 0.943 -4.875 4.015 0.12 0.57 -0.32
H 1.971 -4.306 5.356 -0.50 0.25 0.19
H 2.602 -5.391 4.259 0.12 -0.14 -0.56
H 4.060 -1.903 3.546 -0.88 0.16 -0.08
H 3.778 -2.729 5.104 -0.15 0.08 0.02
H 4.588 -3.488 3.748 -0.05 -0.45 0.13



138
Properties=species:S:1:pos:R:3:forces:R:3 method="wB97M-V/def2-TZVPD" orbital_gap_ev="10.06 / 2.76" charge=+1 fmax_ev_per_a=3.6 multiplicity=2
Cl 0.674 6.612 0.182 0.00 0.05 0.23
C 2.229 5.794 0.352 0.73 -1.27 0.27
C 2.236 4.672 1.438 0.38 0.75 -0.57
Cl 1.058 3.353 1.043 0.23 0.42 0.48
H 3.007 6.533 0.543 -0.19 0.02 0.42
H 2.506 5.347 -0.603 -0.36 -0.04 -0.02
H 2.095 5.066 2.444 -0.68 -0.06 -0.12
H 3.208 4.181 1.489 0.04 0.06 -0.46
Cl 5.060 1.926 0.788 -0.38 0.05 -1.23
C 4.648 1.127 2.293 -0.08 0.02 0.75
C 3.387 0.226 2.339 0.59 0.88 -0.63
Cl 3.378 -0.864 0.925 -0.76 -0.26 0.08
H 4.454 2.002 2.913 0.10 -0.64 0.73
H 5.569 0.599 2.541 -0.37 -0.05 0.50
H 2.509 0.856 2.203 0.01 -0.02 0.15
H 3.294 -0.385 3.237 0.25 0.23 -0.10
Cl -4.670 -3.963 -3.450 0.69 0.91 0.20
C -3.690 -2.450 -3.243 -0.39 1.56 0.09
C -4.540 -1.143 -3.078 0.42 -1.87 -0.21
Cl -5.473 -1.224 -1.531 0.31 0.29 -0.69
H -3.079 -2.243 -4.122 -0.13 -0.53 -0.19
H -2.999 -2.496 -2.401 -0.22 -0.61 0.09
H -5.182 -1.089 -3.957 -0.42 0.23 0.42
H -3.853 -0.297 -3.106 -0.20 0.00 0.36
Cl 0.023 -0.364 1.426 0.60 0.43 -0.43
C -0.773 0.553 0.083 -0.41 -0.48 0.63
C -2.112 -0.151 -0.193 0.61 0.95 -0.48
Cl -3.362 0.593 0.822 0.12 -0.36 0.08
H -0.110 0.539 -0.781 0.17 -0.41 -0.19
H -0.860 1.595 0.392 -0.05 -0.07 0.20
H -1.989 -1.221 -0.023 -0.43 0.14 -0.13
H -2.333 0.103 -1.229 -0.26 -0.30 0.01
Cl -4.639 -4.794 2.865 -0.14 0.23 -0.12
C -3.604 -3.746 1.857 0.65 -1.07 0.51
C -2.120 -4.242 1.912 -0.99 0.29 0.22
Cl -1.489 -4.608 3.589 -0.51 0.59 -1.01
H -3.713 -2.712 2.182 0.10 -0.11 0.20
H -3.996 -3.822 0.842 0.24 -0.01 -0.07
H -1.597 -3.420 1.425 0.75 -0.18 0.28
H -1.948 -5.176 1.377 -0.27 0.24 -0.10
Cl -2.146 -1.557 6.665 0.26 0.51 -1.29
C -2.120 -1.109 4.890 -1.79 -0.13 -0.06
C -2.865 0.220 4.572 0.83 -0.55 0.78
Cl -4.612 0.231 4.883 -0.26 -0.45 0.14
H -2.702 -1.877 4.380 0.00 -0.29 0.27
H -1.128 -1.187 4.445 0.22 0.50 0.56
H -2.811 0.406 3.500 0.54 0.26 0.16
H -2.491 1.012 5.222 0.27 0.03 -0.53
O 1.057 -0.218 5.772 0.36 2.85 -0.71
S 1.318 1.213 5.558 0.87 0.01 1.22
O 2.554 1.661 4.909 -1.41 -0.76 0.49
O 0.084 1.809 4.720 0.83 -0.78 0.10
C -0.022 3.226 4.540 -2.31 0.98 0.08
C -1.416 3.470 3.914 1.03 -0.56 0.04
C 1.256 2.115 7.208 -0.30 -1.48 -0.67
H 0.668 3.752 3.880 0.74 -0.83 0.24
H -0.084 3.698 5.520 0.53 0.03 0.05
H -2.208 3.022 4.513 0.00 0.45 0.07
H -1.439 2.983 2.939 -0.09 0.15 -0.18
H -1.481 4.551 3.796 -0.48 -0.07 -0.02
H 0.336 1.851 7.728 -0.29 0.16 -0.41
H 1.409 3.193 7.148 0.15 -0.32 -0.27
H 2.013 1.590 7.791 0.38 0.30 -0.23
O -2.956 2.666 -1.748 0.80 2.24 -0.79
S -2.699 4.028 -2.258 -0.75 0.30 -1.52
O -3.193 4.409 -3.608 1.02 -0.90 3.25
O -3.298 5.105 -1.201 -0.57 -0.72 -2.39
C -3.186 4.860 0.163 1.09 -0.02 1.97
C -2.770 6.176 0.827 -0.74 0.54 0.53
C -0.949 4.556 -2.107 -0.61 -1.37 0.19
H -2.446 4.093 0.393 0.41 -0.07 -0.34
H -4.086 4.431 0.603 -0.38 0.35 -0.31
H -2.235 6.884 0.192 0.19 -0.50 -0.34
H -2.181 6.055 1.736 0.02 -0.30 -0.06
H -3.655 6.740 1.120 -0.14 -0.05 0.06
H -0.903 5.593 -1.774 -0.15 -0.20 -0.39
H -0.397 4.324 -3.017 -0.30 0.27 -0.05
H -0.534 3.895 -1.345 0.05 0.23 0.14
O 1.613 -5.096 6.437 0.85 -1.43 -3.19
S 2.033 -5.926 5.266 -1.13 0.51 1.44
O 1.282 -7.131 4.957 1.20 1.67 0.12
O 2.116 -5.083 3.851 -0.68 -1.52 1.84
C 2.561 -3.730 3.894 -0.55 0.02 -0.60
C 1.378 -2.779 3.690 0.46 -0.35 0.21
C 3.776 -6.266 5.574 -0.77 0.12 0.23
H 3.259 -3.768 3.058 0.25 0.85 0.08
H 3.062 -3.493 4.833 0.08 -0.10 0.00
H 0.525 -3.094 4.291 0.34 0.16 0.42
H 0.979 -2.793 2.676 0.42 0.10 -0.24
H 1.741 -1.806 4.021 -0.47 0.26 -0.21
H 4.148 -5.363 6.060 0.15 -0.11 -0.15
H 4.345 -6.543 4.686 -0.29 -0.05 0.09
H 3.715 -7.061 6.317 0.29 -0.07 -0.10
O -0.389 -2.225 -2.212 1.55 -0.79 1.24
S 0.593 -3.155 -1.639 -1.04 -1.81 -2.40
O 1.316 -2.906 -0.430 -0.64 0.20 0.07
O -0.155 -4.616 -1.488 0.67 1.45 0.34
C -1.085 -5.051 -2.531 0.37 -0.45 -0.95
C -0.763 -6.503 -2.925 0.14 0.09 0.69
C 1.804 -3.624 -2.938 -0.53 0.91 0.69
H -0.956 -4.433 -3.419 -0.08 0.28 0.10
H -2.109 -4.928 -2.180 0.15 -0.04 0.14
H -0.898 -7.148 -2.057 -0.08 -0.10 -0.07
H 0.266 -6.643 -3.257 0.14 0.35 0.10
H -1.371 -6.885 -3.745 -0.35 0.32 0.15
H 1.213 -3.674 -3.853 0.26 -0.37 0.02
H 2.337 -4.525 -2.634 -0.46 -0.09 -0.09
H 2.547 -2.833 -3.029 -0.20 0.19 0.04
O -2.366 0.002 -5.009 2.67 0.61 0.87
S -1.081 0.631 -4.640 -0.73 1.75 -0.43
O -0.747 0.934 -3.235 -0.20 -1.43 -2.18
O 0.201 -0.162 -5.347 -1.13 1.28 1.35
C 0.012 -0.706 -6.689 0.38 -0.60 0.58
C -0.576 -2.076 -6.544 -0.75 -0.05 -0.74
C -1.095 2.276 -5.506 -0.47 -1.53 -0.11
H 1.006 -0.904 -7.089 0.22 0.88 0.09
H -0.532 0.009 -7.306 -0.07 -0.24 -0.04
H 0.078 -2.712 -5.947 -0.18 0.15 0.24
H -0.601 -2.521 -7.538 -0.22 -0.13 -0.06
H -1.592 -1.991 -6.158 0.13 -0.43 0.11
H -0.247 2.928 -5.295 0.03 -0.43 0.12
H -2.055 2.728 -5.261 0.10 0.01 0.43
H -1.189 1.991 -6.554 0.34 0.25 -0.11
O 4.253 2.938 -2.664 -3.01 -0.47 0.57
S 2.804 2.650 -2.716 1.39 -0.40 -1.82
O 1.789 3.377 -1.979 1.48 -0.35 -1.00
O 2.401 2.760 -4.323 -1.10 0.59 1.20
C 3.205 2.095 -5.305 1.81 -0.63 0.88
C 2.951 2.397 -6.738 -1.08 0.38 -1.48
C 2.437 0.901 -2.502 0.54 0.13 0.24
H 3.160 1.018 -5.145 -0.31 -0.15 0.01
H 4.235 2.366 -5.073 0.13 0.08 -0.08
H 2.854 3.448 -7.010 0.32 0.14 0.38
H 2.079 1.938 -7.203 -0.54 -0.16 0.62
H 3.720 1.966 -7.379 0.55 0.14 0.44
H 2.516 0.617 -1.453 -0.08 0.34 0.11
H 3.180 0.302 -3.028 -0.06 0.20 -0.18
H 1.430 0.742 -2.890 0.08 0.05 0.05